63
Properties=species:S:1:pos:R:3 method="wB97M-V/def2-TZVPD" lumo_ev=0.22 multiplicity=1 smiles=CCO.CCO.CCO.CCO.CCO.CO.CO.O.O e_above_lowest_kcal_mol=115.5 orbital_gap_ev=10.04
C 4.792 -2.732 1.791
C 5.252 -3.713 2.904
O 5.665 -2.949 4.024
H 4.534 -3.277 0.883
H 5.496 -1.906 1.685
H 3.851 -2.352 2.189
H 6.045 -4.427 2.678
H 4.366 -4.304 3.133
H 5.571 -3.491 4.811
C 2.349 7.208 1.725
C 1.651 6.003 2.198
O 0.937 5.304 1.180
H 1.549 7.811 1.295
H 3.163 6.920 1.060
H 2.837 7.797 2.502
H 0.951 6.120 3.025
H 2.362 5.310 2.648
H 0.398 4.577 1.498
C -5.587 2.858 -2.109
C -6.630 3.894 -1.461
O -6.649 5.022 -2.245
H -5.500 2.951 -3.192
H -5.907 1.848 -1.854
H -4.571 2.876 -1.717
H -6.546 4.056 -0.386
H -7.531 3.283 -1.425
H -7.044 4.751 -3.077
C -2.337 -4.865 -5.483
C -2.452 -3.834 -4.452
O -1.221 -3.572 -3.828
H -3.372 -5.012 -5.789
H -1.791 -5.766 -5.204
H -1.862 -4.385 -6.339
H -3.197 -4.224 -3.758
H -2.830 -2.897 -4.860
H -1.312 -2.808 -3.253
C 0.733 0.527 3.967
C -0.476 1.402 4.110
O -1.067 1.649 2.798
H 1.215 0.548 4.944
H 1.490 0.850 3.253
H 0.355 -0.438 3.629
H -0.210 2.344 4.589
H -1.186 0.886 4.756
H -1.743 1.016 2.544
C 4.781 0.318 -3.246
O 3.532 0.766 -2.719
H 5.073 -0.479 -2.562
H 4.499 -0.065 -4.227
H 5.605 0.989 -3.490
H 3.378 1.648 -3.066
C -0.059 -5.320 0.646
O -0.288 -4.035 1.246
H -0.980 -5.862 0.861
H 0.157 -5.277 -0.421
H 0.724 -5.907 1.126
H 0.052 -3.334 0.684
O -0.142 -0.333 -1.054
H -0.549 0.522 -0.912
H 0.797 -0.149 -1.088
O -3.674 -1.079 1.074
H -4.347 -1.439 0.496
H -3.100 -1.821 1.264

81
Properties=species:S:1:pos:R:3 method="wB97M-V/def2-TZVPD" lumo_ev=0.35 multiplicity=1 smiles="COC[C@H](C)N.NC(N)=O.NC(N)=O.NC(N)=O.NC(N)=O.NC(N)=O.NC(N)=O.NC(N)=O.NC(N)=O" e_above_lowest_kcal_mol=19.3 orbital_gap_ev=9.44
C 0.669 1.754 -2.683
O 0.604 0.414 -3.118
C -0.667 -0.188 -2.823
C -0.526 -1.711 -2.667
C -1.904 -2.390 -2.588
N 0.242 -2.082 -1.447
H -0.287 2.245 -2.897
H 1.469 2.366 -3.094
H 0.808 1.764 -1.594
H -1.138 0.236 -1.939
H -1.210 0.035 -3.747
H -0.009 -2.224 -3.481
H -1.731 -3.450 -2.791
H -2.662 -2.109 -3.318
H -2.372 -2.270 -1.612
H 1.252 -2.066 -1.624
H 0.189 -3.087 -1.276
N 2.866 3.221 4.094
C 2.093 2.298 3.430
N 0.759 2.554 3.512
O 2.568 1.309 2.857
H 3.843 2.968 4.100
H 2.399 3.491 4.941
H 0.155 1.970 2.920
H 0.394 3.103 4.263
N 0.641 0.067 0.879
C -0.696 0.277 1.068
N -1.468 -0.535 0.326
O -1.095 1.206 1.807
H 1.305 0.510 1.497
H 0.885 -0.567 0.130
H -0.972 -1.205 -0.270
H -2.467 -0.364 0.273
N -2.567 2.907 -1.060
C -1.615 3.828 -0.726
N -1.127 3.694 0.515
O -1.330 4.743 -1.509
H -2.667 1.979 -0.692
H -3.201 3.148 -1.799
H -0.509 4.384 0.896
H -1.331 2.835 1.035
N 4.962 -1.510 -2.803
C 3.621 -1.339 -2.655
N 2.899 -1.084 -3.756
O 3.148 -1.310 -1.505
H 5.497 -1.531 -1.942
H 5.355 -1.784 -3.684
H 3.273 -1.122 -4.687
H 1.947 -0.711 -3.697
N -4.235 -0.755 2.127
C -4.652 0.298 1.382
N -5.726 0.961 1.846
O -4.223 0.525 0.233
H -4.667 -0.886 3.022
H -3.585 -1.439 1.792
H -6.121 1.547 1.130
H -6.048 0.824 2.783
N 2.467 -3.643 5.403
C 2.468 -2.314 5.135
N 2.058 -2.025 3.858
O 2.707 -1.458 5.985
H 2.899 -3.894 6.277
H 1.779 -4.254 5.008
H 1.651 -2.763 3.322
H 2.202 -1.095 3.502
N 4.046 -0.159 0.952
C 5.400 -0.190 0.799
N 6.108 0.296 1.854
O 6.007 -0.634 -0.179
H 3.589 0.343 1.705
H 3.546 -0.448 0.114
H 5.622 0.627 2.668
H 7.097 0.426 1.783
N -4.495 0.012 -2.612
C -5.380 -0.864 -3.144
N -5.424 -0.932 -4.489
O -6.120 -1.552 -2.425
H -4.015 0.589 -3.278
H -4.481 0.162 -1.614
H -6.125 -1.423 -5.007
H -4.643 -0.545 -4.989

81
Properties=species:S:1:pos:R:3 method="wB97M-V/def2-TZVPD" lumo_ev=0.05 multiplicity=1 smiles="COC[C@H](C)N.NC(N)=O.NC(N)=O.NC(N)=O.NC(N)=O.NC(N)=O.NC(N)=O.NC(N)=O.NC(N)=O" e_above_lowest_kcal_mol=150.5 orbital_gap_ev=8.66
C -3.266 -2.005 4.709
O -2.794 -2.382 3.457
C -1.396 -2.461 3.402
C -1.121 -2.657 1.907
C 0.315 -2.881 1.713
N -1.416 -1.408 1.255
H -2.951 -2.398 5.676
H -4.350 -1.927 4.622
H -2.985 -0.969 4.898
H -0.922 -1.551 3.772
H -1.069 -3.337 3.962
H -1.640 -3.486 1.426
H 0.485 -3.328 0.733
H 0.539 -3.794 2.264
H 0.914 -1.991 1.907
H -2.305 -1.064 1.590
H -0.835 -0.718 1.710
N -1.588 2.372 1.601
C -0.864 1.783 2.484
N -1.112 2.358 3.612
O -0.122 0.866 2.150
H -1.557 1.915 0.701
H -2.405 2.894 1.884
H -0.552 2.077 4.405
H -1.448 3.302 3.484
N 4.032 -1.188 2.181
C 3.880 -1.390 0.874
N 3.883 -2.585 0.522
O 3.754 -0.518 0.105
H 4.046 -2.003 2.777
H 3.920 -0.301 2.650
H 4.225 -3.257 1.193
H 3.571 -2.813 -0.411
N -4.986 1.774 0.253
C -4.251 1.514 -0.790
N -3.417 0.510 -0.582
O -4.308 2.180 -1.784
H -5.579 2.591 0.293
H -5.171 0.990 0.862
H -3.508 -0.174 0.156
H -2.706 0.260 -1.254
N 4.596 2.090 2.408
C 3.424 1.927 2.942
N 2.397 2.304 2.225
O 3.398 1.343 4.086
H 4.785 2.402 1.466
H 5.351 1.686 2.944
H 1.501 2.048 2.616
H 2.491 3.017 1.516
N 1.502 0.442 -2.237
C 0.555 0.845 -1.454
N 1.126 0.767 -0.283
O -0.612 1.049 -1.724
H 2.428 0.364 -1.841
H 1.266 0.314 -3.211
H 0.561 0.888 0.545
H 1.990 0.246 -0.230
N -1.345 -3.564 -1.058
C -1.081 -3.679 -2.273
N -0.629 -2.521 -2.666
O -1.219 -4.676 -2.969
H -1.656 -4.357 -0.515
H -1.157 -2.667 -0.635
H -0.225 -1.829 -2.051
H -0.758 -2.126 -3.586
N 3.570 -0.891 -4.972
C 2.555 -0.365 -5.557
N 2.594 -0.814 -6.814
O 1.739 0.381 -5.154
H 3.501 -0.719 -3.979
H 4.215 -1.446 -5.516
H 2.103 -0.278 -7.515
H 3.525 -1.110 -7.068
N -2.886 4.347 -3.488
C -1.723 4.750 -3.124
N -1.132 3.859 -2.349
O -1.298 5.821 -3.528
H -3.256 3.510 -3.063
H -3.411 4.983 -4.072
H -1.555 2.964 -2.146
H -0.171 3.892 -2.038

68
Properties=species:S:1:pos:R:3 method="wB97M-V/def2-TZVPD" lumo_ev=0.48 multiplicity=1 smiles="NC(N)=O.CC(C)O.CO.CO.CO.CO.CO.CO.CO.CO" e_above_lowest_kcal_mol=6.4 orbital_gap_ev=10.16
N -3.420 -4.045 -1.161
C -2.134 -3.974 -0.707
N -1.537 -5.182 -0.429
O -1.588 -2.903 -0.583
H -3.823 -4.838 -1.607
H -3.747 -3.133 -1.477
H -0.656 -5.231 0.071
H -2.156 -5.938 -0.420
C -2.701 3.106 -3.361
C -3.897 3.431 -2.541
C -5.097 2.684 -3.100
O -3.653 3.291 -1.138
H -1.793 3.541 -2.938
H -2.794 3.556 -4.350
H -2.476 2.007 -3.418
H -4.006 4.553 -2.569
H -6.008 2.921 -2.578
H -4.979 1.584 -3.147
H -5.144 2.930 -4.221
H -3.410 2.421 -0.942
C 5.867 4.337 3.954
O 5.102 4.000 2.804
H 6.927 4.076 3.883
H 5.883 5.425 4.058
H 5.512 3.879 4.865
H 4.590 3.218 2.890
C -2.783 0.788 1.501
O -3.132 0.754 0.119
H -1.741 1.128 1.631
H -3.466 1.512 1.903
H -2.897 -0.225 1.978
H -2.358 0.301 -0.365
C -1.726 -1.164 -3.623
O -2.230 -0.871 -2.324
H -2.087 -0.438 -4.433
H -0.681 -1.297 -3.700
H -2.139 -2.184 -3.971
H -2.028 -1.651 -1.777
C 3.853 0.235 -0.444
O 3.101 -0.726 0.253
H 3.257 1.045 -0.812
H 4.738 0.502 0.234
H 4.366 -0.362 -1.213
H 2.444 -1.039 -0.373
C 1.553 -1.227 3.691
O 2.193 -2.057 2.735
H 1.365 -0.299 3.169
H 0.610 -1.681 3.980
H 2.140 -1.010 4.620
H 2.560 -1.486 2.043
C 2.030 2.393 2.394
O 3.332 1.810 2.567
H 1.354 1.878 1.735
H 1.421 2.531 3.324
H 2.278 3.381 1.998
H 3.312 1.017 3.085
C 2.036 -4.562 0.389
O 0.902 -5.033 1.176
H 2.331 -3.574 0.716
H 2.864 -5.295 0.407
H 1.607 -4.530 -0.582
H 1.009 -4.690 2.035
C 0.359 0.429 -0.937
O 0.751 -0.887 -1.377
H -0.032 0.356 0.083
H 1.136 1.178 -0.877
H -0.439 0.748 -1.560
H -0.021 -1.415 -1.231

Table of strongest force on any atom (eV Å⁻¹), in record order: 3.552 3.098 7.977 3.438